70
Properties=species:S:1:pos:R:3:lowdin_charge:R:1 method="wB97M-V/def2-TZVPD" e_above_lowest_kj_mol=142.8 e_tot_ev=-619612.5845 lumo_ev=-1.15 homo_ev=-7.89 gap_ev=6.745
Y 13.659 8.832 11.939 0.440
Br 15.332 11.167 11.113 0.826
B 14.197 12.413 9.973 -0.791
B 14.869 13.454 8.839 -0.285
C 13.727 14.674 8.621 0.073
B 13.997 14.099 10.185 -0.291
B 12.409 14.521 9.708 -0.250
B 12.258 14.121 7.914 -0.251
B 13.875 13.492 7.405 -0.210
B 14.048 11.964 8.269 -0.922
Br 14.843 10.403 7.445 0.862
B 12.398 12.403 7.644 -0.881
Br 11.506 11.309 6.315 0.854
B 11.512 13.118 9.107 -0.857
Br 9.595 12.733 9.299 0.844
B 12.684 13.007 10.516 -0.854
Br 11.845 12.725 12.306 0.803
B 12.656 11.741 9.277 -0.947
Br 12.033 9.944 9.723 0.807
H 16.004 13.700 8.672 0.172
H 13.998 15.725 8.418 0.202
H 14.637 14.670 10.969 0.171
H 11.892 15.514 10.137 0.175
H 11.542 14.885 7.355 0.166
H 14.220 13.839 6.305 0.171
Se 11.260 9.330 13.958 -0.170
Te 10.576 7.122 13.157 0.194
Te 11.900 6.510 10.889 0.229
Se 14.385 6.185 11.516 -0.115
C 9.972 12.491 16.075 -0.210
Si 8.100 12.130 15.911 0.623
C 7.489 11.829 17.684 -0.230
C 7.187 13.745 15.241 -0.268
C 7.016 15.110 15.521 -0.087
C 6.347 15.949 14.636 -0.077
C 5.753 15.423 13.478 -0.092
C 5.821 14.080 13.256 -0.115
C 6.554 13.246 14.082 -0.323
Si 6.977 11.381 13.943 0.605
C 5.515 10.152 13.779 -0.207
C 7.850 11.052 12.290 -0.225
H 10.434 12.718 17.033 0.026
H 10.292 13.276 15.436 -0.001
H 10.414 11.516 15.826 -0.040
H 7.963 10.993 18.275 0.038
H 6.444 11.462 17.656 0.023
H 7.574 12.715 18.255 0.003
H 7.594 15.539 16.299 0.086
H 6.186 17.003 14.743 0.093
H 5.148 15.917 12.742 0.098
H 5.302 13.634 12.430 0.098
H 5.676 9.090 14.065 0.036
H 5.233 10.387 12.771 0.006
H 4.686 10.455 14.418 0.014
H 7.115 11.151 11.473 0.036
H 8.342 10.056 12.222 0.021
H 8.664 11.758 12.191 -0.020
C 16.775 5.641 14.697 -0.009
N 15.431 6.131 14.958 -0.122
C 14.547 5.347 15.639 -0.064
C 13.377 5.956 15.671 -0.045
N 13.536 7.138 14.922 0.007
C 14.822 7.271 14.552 -0.858
S 15.515 8.681 13.924 0.565
H 16.674 4.744 13.998 0.127
H 17.205 5.361 15.639 0.089
H 17.428 6.341 14.267 0.063
H 14.886 4.417 16.084 0.141
H 12.465 5.751 16.143 0.109
H 12.856 7.902 14.825 -0.074